# 1
{
  "formula": "C5H33NO12S",
  "method": "wB97M-V/def2-TZVPD",
  "species": ["O", "C", "N", "C", "C", "C", "C", "S", "H", "H", "H", "H", "H", "H", "H", "H", "H", "H", "H", "O", "H", "H", "O", "H", "H", "O", "H", "H", "O", "H", "H", "O", "H", "H", "O", "H", "H", "O", "H", "H", "O", "H", "H", "O", "H", "H", "O", "H", "H", "O", "H", "H"],
  "xyz": [[-0.3844, -0.8365, 3.3179], [-0.7933, -1.0176, 2.1652], [-0.0218, -0.7346, 1.0338], [1.4065, -0.4553, 1.0829], [2.0267, -1.2027, -0.0628], [1.6073, -0.9560, -1.4810], [1.8493, 0.5101, -2.0042], [3.5888, 0.4658, -2.3903], [-1.7823, -1.3866, 1.9103], [-0.6239, -0.3784, 0.2364], [1.5517, 0.6675, 0.8886], [1.8478, -0.9006, 1.9735], [1.9749, -2.3370, 0.1552], [3.1225, -1.1728, -0.1016], [2.1309, -1.7213, -2.0711], [0.5426, -0.9597, -1.5599], [1.2156, 0.6254, -2.8777], [1.6165, 1.3114, -1.2320], [4.1629, 1.5874, -2.7707], [-2.2699, -1.2638, -3.4266], [-1.7948, -0.5046, -3.7885], [-3.2228, -1.1316, -3.6221], [-1.3568, -3.8192, 1.7516], [-1.4210, -4.3277, 0.9098], [-1.0015, -4.3341, 2.4792], [0.7172, -4.4460, 0.0114], [0.5393, -3.4543, 0.1559], [1.1182, -4.4833, -0.8785], [-1.8996, 2.6639, 0.6229], [-2.5962, 2.1570, 1.0730], [-1.0655, 2.4328, 1.1880], [-0.8871, 2.5883, -1.8412], [-1.3183, 3.3450, -2.3164], [-1.3274, 2.8277, -1.0039], [0.9163, 1.3609, 3.9187], [0.5321, 1.8245, 4.6405], [0.4953, 0.4376, 3.9153], [0.5234, 2.8000, 1.8462], [0.8933, 2.1773, 2.4869], [0.3723, 3.6985, 2.1126], [-1.4357, 1.0790, -3.9455], [-1.0281, 1.1206, -4.8037], [-1.0201, 1.6035, -3.2573], [3.3659, 1.0088, 2.6163], [3.1283, 1.7131, 3.3095], [2.6061, 1.0853, 2.0421], [-3.6194, 0.3026, 1.1022], [-4.3848, -0.2926, 1.0521], [-3.2647, 0.1599, 0.2060], [-1.8580, 0.1603, -1.2451], [-2.0153, -0.5083, -1.8563], [-1.4590, 0.9102, -1.6677]],
  "total_charge": 0,
  "homo_lumo_gap_ev": 9.03,
  "relative_energy_ev": 2.3628,
  "energy_ev": -42615.679,
  "lumo_energy_ha": 0.0045
}

# 2
{
  "formula": "C5H33NO13",
  "method": "wB97M-V/def2-TZVPD",
  "species": ["C", "N", "C", "O", "C", "C", "C", "O", "H", "H", "H", "H", "H", "H", "H", "H", "H", "H", "H", "O", "H", "H", "O", "H", "H", "O", "H", "H", "O", "H", "H", "O", "H", "H", "O", "H", "H", "O", "H", "H", "O", "H", "H", "O", "H", "H", "O", "H", "H", "O", "H", "H"],
  "xyz": [[-2.9833, -1.5171, -0.6024], [-2.1657, -0.8989, -1.6322], [-0.8737, -0.5534, -1.4959], [-0.3048, -0.1148, -2.5220], [-0.2128, -0.5188, -0.1381], [0.1642, -1.8700, 0.4454], [1.5925, -2.2976, 0.1709], [2.5582, -1.2605, 0.3090], [-4.0326, -1.5677, -0.9314], [-2.6316, -2.5394, -0.3564], [-2.9657, -0.9327, 0.3273], [-2.5299, -0.9259, -2.5950], [0.6794, 0.1166, -0.2498], [-0.8772, 0.0242, 0.5464], [-0.5153, -2.6774, 0.1467], [0.0301, -1.8469, 1.5094], [1.7103, -2.5686, -0.8944], [1.9134, -3.1117, 0.8212], [2.4211, -0.7227, 1.1303], [-2.1346, -0.5567, 3.1209], [-2.3631, 0.2348, 2.5832], [-2.3226, -1.3036, 2.5484], [-0.3069, -3.7001, -2.4307], [0.3687, -3.0986, -2.8357], [-0.4656, -4.3633, -3.1181], [2.8893, 1.2996, -0.5749], [2.8040, 0.3345, -0.4370], [2.6869, 1.4470, -1.5421], [-0.0374, 0.2118, 4.6750], [0.7478, -0.2467, 4.3539], [-0.8148, -0.1733, 4.2213], [-1.8427, 2.6183, -0.6965], [-0.8741, 2.7966, -0.6059], [-1.9606, 1.9835, -1.4130], [-0.0362, 2.3488, 2.5143], [-0.9364, 2.1069, 2.2182], [0.0419, 1.8711, 3.3559], [-2.5878, 1.7336, 1.6582], [-2.3746, 2.0652, 0.7101], [-3.2539, 2.3453, 2.0001], [1.6440, 1.7752, -2.9047], [0.9732, 1.0717, -2.7870], [1.2313, 2.5921, -2.6064], [2.1027, 0.6964, 2.1710], [2.8343, 1.2444, 1.8675], [1.2907, 1.2757, 2.1655], [0.7404, 2.9358, -0.0423], [1.5102, 2.3733, -0.2425], [0.5994, 2.8951, 0.9109], [1.5076, -1.9617, -3.4539], [0.9469, -1.1796, -3.2816], [2.2888, -1.8034, -2.9268]],
  "total_charge": 0,
  "homo_lumo_gap_ev": 10.68,
  "relative_energy_ev": 0.0000,
  "energy_ev": -33831.077,
  "lumo_energy_ha": 0.0030
}

# 3
{
  "formula": "C5H34N10O12",
  "method": "wB97M-V/def2-TZVPD",
  "species": ["N", "C", "N", "O", "H", "H", "H", "H", "N", "C", "N", "O", "H", "H", "H", "H", "N", "C", "N", "O", "H", "H", "H", "H", "N", "C", "N", "O", "H", "H", "H", "H", "N", "C", "N", "O", "H", "H", "H", "H", "O", "H", "H", "O", "H", "H", "O", "H", "H", "O", "H", "H", "O", "H", "H", "O", "H", "H", "O", "H", "H"],
  "xyz": [[1.4002, -0.8025, -3.2847], [1.3193, -1.9113, -2.6297], [0.6776, -2.8747, -3.2321], [1.8495, -2.0978, -1.5429], [1.8913, -0.0314, -2.8554], [1.0061, -0.7221, -4.2112], [0.2149, -2.7325, -4.1185], [0.4868, -3.7367, -2.7416], [-4.3816, -3.4161, -2.4143], [-5.6206, -3.8551, -2.4922], [-6.4943, -2.9939, -2.8848], [-5.9552, -4.9575, -2.1989], [-4.1701, -2.4298, -2.4648], [-3.7457, -4.0352, -1.9322], [-7.4679, -3.2604, -2.8499], [-6.2218, -2.1183, -3.3081], [0.0851, 1.8701, 0.5178], [0.1606, 0.9012, 1.3837], [-0.9462, 0.1666, 1.2975], [1.0846, 0.6264, 2.1396], [-0.7937, 2.0653, 0.0597], [0.8973, 2.4645, 0.6024], [-0.9146, -0.6475, 1.8945], [-1.7388, 0.2575, 0.6781], [-5.0413, 1.7861, -0.8141], [-4.3623, 2.0148, -1.9231], [-3.8428, 3.1927, -1.8421], [-4.2005, 1.1447, -2.7721], [-5.3835, 0.8501, -0.6500], [-5.0514, 2.5104, -0.1102], [-3.1773, 3.5211, -2.5272], [-4.3381, 3.8071, -1.2117], [7.8918, 0.9890, 0.2533], [6.6147, 0.8641, 0.5591], [5.9188, 0.2421, -0.2916], [6.1594, 1.3332, 1.5407], [8.4250, 1.7246, 0.6945], [8.1662, 0.7311, -0.6838], [6.4022, -0.2442, -1.0332], [4.9793, 0.0197, 0.0050], [0.8723, 2.2016, 5.6060], [1.1233, 1.7251, 4.8147], [0.1443, 1.6972, 5.9692], [4.1458, 2.8460, -2.4303], [4.7934, 3.5489, -2.3772], [4.5675, 2.0987, -2.0061], [1.7729, -4.2587, 1.9379], [0.8200, -4.2575, 2.0284], [1.9352, -3.8194, 1.1031], [-1.8225, -4.0238, 2.8696], [-2.5226, -4.6051, 2.5726], [-1.9050, -4.0165, 3.8232], [0.4970, 7.2818, -0.7615], [0.5196, 6.5200, -1.3406], [-0.4342, 7.4781, -0.6593], [4.0369, -1.7472, 4.1982], [3.6015, -1.0919, 3.6530], [4.2656, -1.2782, 5.0006], [-2.5577, 1.2010, 4.8120], [-2.6588, 0.4021, 4.2946], [-2.9771, 1.8822, 4.2863]],
  "total_charge": 0,
  "homo_lumo_gap_ev": 9.14,
  "relative_energy_ev": 4.1983,
  "energy_ev": -45210.045,
  "lumo_energy_ha": -0.0193
}

Copy entry 3 word for word.
{
  "formula": "C5H34N10O12",
  "method": "wB97M-V/def2-TZVPD",
  "species": ["N", "C", "N", "O", "H", "H", "H", "H", "N", "C", "N", "O", "H", "H", "H", "H", "N", "C", "N", "O", "H", "H", "H", "H", "N", "C", "N", "O", "H", "H", "H", "H", "N", "C", "N", "O", "H", "H", "H", "H", "O", "H", "H", "O", "H", "H", "O", "H", "H", "O", "H", "H", "O", "H", "H", "O", "H", "H", "O", "H", "H"],
  "xyz": [[1.4002, -0.8025, -3.2847], [1.3193, -1.9113, -2.6297], [0.6776, -2.8747, -3.2321], [1.8495, -2.0978, -1.5429], [1.8913, -0.0314, -2.8554], [1.0061, -0.7221, -4.2112], [0.2149, -2.7325, -4.1185], [0.4868, -3.7367, -2.7416], [-4.3816, -3.4161, -2.4143], [-5.6206, -3.8551, -2.4922], [-6.4943, -2.9939, -2.8848], [-5.9552, -4.9575, -2.1989], [-4.1701, -2.4298, -2.4648], [-3.7457, -4.0352, -1.9322], [-7.4679, -3.2604, -2.8499], [-6.2218, -2.1183, -3.3081], [0.0851, 1.8701, 0.5178], [0.1606, 0.9012, 1.3837], [-0.9462, 0.1666, 1.2975], [1.0846, 0.6264, 2.1396], [-0.7937, 2.0653, 0.0597], [0.8973, 2.4645, 0.6024], [-0.9146, -0.6475, 1.8945], [-1.7388, 0.2575, 0.6781], [-5.0413, 1.7861, -0.8141], [-4.3623, 2.0148, -1.9231], [-3.8428, 3.1927, -1.8421], [-4.2005, 1.1447, -2.7721], [-5.3835, 0.8501, -0.6500], [-5.0514, 2.5104, -0.1102], [-3.1773, 3.5211, -2.5272], [-4.3381, 3.8071, -1.2117], [7.8918, 0.9890, 0.2533], [6.6147, 0.8641, 0.5591], [5.9188, 0.2421, -0.2916], [6.1594, 1.3332, 1.5407], [8.4250, 1.7246, 0.6945], [8.1662, 0.7311, -0.6838], [6.4022, -0.2442, -1.0332], [4.9793, 0.0197, 0.0050], [0.8723, 2.2016, 5.6060], [1.1233, 1.7251, 4.8147], [0.1443, 1.6972, 5.9692], [4.1458, 2.8460, -2.4303], [4.7934, 3.5489, -2.3772], [4.5675, 2.0987, -2.0061], [1.7729, -4.2587, 1.9379], [0.8200, -4.2575, 2.0284], [1.9352, -3.8194, 1.1031], [-1.8225, -4.0238, 2.8696], [-2.5226, -4.6051, 2.5726], [-1.9050, -4.0165, 3.8232], [0.4970, 7.2818, -0.7615], [0.5196, 6.5200, -1.3406], [-0.4342, 7.4781, -0.6593], [4.0369, -1.7472, 4.1982], [3.6015, -1.0919, 3.6530], [4.2656, -1.2782, 5.0006], [-2.5577, 1.2010, 4.8120], [-2.6588, 0.4021, 4.2946], [-2.9771, 1.8822, 4.2863]],
  "total_charge": 0,
  "homo_lumo_gap_ev": 9.14,
  "relative_energy_ev": 4.1983,
  "energy_ev": -45210.045,
  "lumo_energy_ha": -0.0193
}